70
Properties=species:S:1:pos:R:3:lowdin_charge:R:1 method="wB97M-V/def2-TZVPD" e_lumo_ha=-0.0258 smiles="CC[C@@H](Cl)[C@@](CCCCOC)(C[C@H](C)I)OC=O.O=[N+]([O-])c1ccccc1.O=[N+]([O-])c1ccccc1" homo_ev=-9.12 relative_energy_kcal_mol=0.0 multiplicity=1
C 0.424 3.488 -1.491 -0.139
C -0.605 2.396 -1.214 -0.236
C -0.174 1.218 -0.298 -0.550
Cl 1.569 1.251 0.120 0.722
C -1.019 1.024 0.996 -0.461
C -0.846 -0.418 1.545 -0.130
C 0.192 -0.665 2.650 -0.198
C 0.637 -2.138 2.669 -0.163
C 1.817 -2.362 1.734 -0.252
O 2.286 -3.688 1.899 -0.208
C 3.312 -4.053 0.993 -0.103
C -0.728 2.029 2.120 -0.205
C -1.064 3.514 1.907 -0.744
C -0.237 4.404 2.850 -0.175
I -3.139 3.940 2.283 0.873
O -2.405 1.227 0.637 -0.063
C -2.912 0.487 -0.355 -0.347
O -3.860 0.841 -1.003 0.105
H 0.757 3.974 -0.571 0.062
H 1.272 3.097 -2.050 0.040
H -0.054 4.262 -2.099 0.082
H -1.512 2.837 -0.800 0.102
H -0.907 1.968 -2.174 0.110
H -0.270 0.300 -0.881 0.095
H -1.821 -0.745 1.919 0.137
H -0.596 -1.084 0.710 0.107
H -0.238 -0.422 3.626 0.116
H 1.078 -0.042 2.521 0.078
H 0.961 -2.433 3.671 0.123
H -0.181 -2.787 2.345 0.100
H 1.517 -2.203 0.687 0.122
H 2.620 -1.645 1.955 0.127
H 2.947 -4.810 0.293 0.085
H 4.155 -4.470 1.549 0.087
H 3.670 -3.193 0.418 0.085
H 0.338 1.983 2.345 0.084
H -1.279 1.689 3.003 0.118
H -0.869 3.830 0.889 0.042
H -0.182 5.421 2.454 0.074
H 0.782 4.020 2.938 0.076
H -0.696 4.467 3.837 0.052
H -2.433 -0.486 -0.522 0.150
O 0.211 2.795 -4.563 0.075
N 1.276 3.344 -4.754 -0.348
O 2.330 2.994 -4.265 0.075
C 1.290 4.519 -5.640 -0.145
C 0.097 4.953 -6.188 -0.001
C 0.114 6.066 -7.012 -0.063
C 1.310 6.722 -7.274 -0.070
C 2.496 6.266 -6.714 -0.064
C 2.493 5.154 -5.887 -0.002
H -0.824 4.431 -5.975 0.120
H -0.808 6.422 -7.449 0.109
H 1.318 7.592 -7.916 0.108
H 3.426 6.776 -6.920 0.108
H 3.405 4.788 -5.442 0.120
O -3.115 -9.139 4.546 0.077
N -1.952 -8.811 4.436 -0.356
O -1.029 -9.328 5.028 0.077
C -1.639 -7.703 3.515 -0.148
C -2.677 -7.078 2.850 -0.005
C -2.378 -6.030 1.994 -0.064
C -1.059 -5.634 1.816 -0.075
C -0.031 -6.277 2.492 -0.055
C -0.320 -7.323 3.354 0.002
H -3.695 -7.402 3.001 0.119
H -3.175 -5.524 1.467 0.107
H -0.826 -4.814 1.149 0.100
H 0.991 -5.953 2.355 0.098
H 0.464 -7.834 3.891 0.119

76
Properties=species:S:1:pos:R:3:lowdin_charge:R:1 method="wB97M-V/def2-TZVPD" e_lumo_ha="0.1620 / 0.1620" homo_ev="-1.52 / -1.53" charge=-2 multiplicity=1
Fe 1.306 0.569 1.425 0.621
N 2.039 1.680 3.068 0.006
C 3.318 2.229 2.588 -0.152
C 4.070 1.089 1.888 -0.566
O 5.285 0.923 2.118 -0.058
N 3.258 0.374 1.131 -0.060
C 3.573 -1.015 0.901 -0.136
C 2.590 -1.858 1.747 -0.639
O 2.641 -3.088 1.699 -0.024
O 1.797 -1.162 2.483 -0.120
H 2.186 0.909 3.713 0.100
H 1.436 2.377 3.487 0.100
H 3.086 3.025 1.878 0.104
H 3.953 2.625 3.384 0.101
H 3.452 -1.306 -0.148 0.100
H 4.594 -1.261 1.207 0.108
O -3.104 4.852 1.085 0.055
C -2.237 3.999 1.141 -0.300
C -0.876 4.071 0.501 -0.310
O -0.441 4.997 -0.179 0.028
C -0.204 2.824 0.849 -0.285
C -1.060 2.000 1.641 -0.300
O -0.688 0.864 2.050 -0.036
C -2.339 2.679 1.863 -0.310
O -3.308 2.273 2.496 0.040
O 0.963 2.443 0.533 -0.065
C -0.776 -2.239 3.243 -0.057
N -1.932 -2.171 2.371 -0.153
C -3.091 -1.542 2.982 -0.055
C -1.750 -2.085 1.017 -0.361
N -0.628 -1.723 0.505 0.196
C -0.259 -2.087 -0.783 -0.217
C -0.519 -3.367 -1.286 -0.045
C -0.138 -3.755 -2.560 -0.123
C 0.546 -2.857 -3.367 -0.122
C 0.860 -1.603 -2.865 -0.043
C 0.489 -1.189 -1.580 -0.217
N 0.950 0.056 -1.110 0.161
C 0.831 1.063 -1.928 -0.390
N -0.276 1.226 -2.748 -0.156
C -0.166 1.629 -4.124 -0.081
C -1.548 0.697 -2.341 -0.063
N 1.755 2.049 -2.063 -0.140
C 3.104 1.871 -1.572 -0.049
C 1.361 3.445 -2.164 -0.057
N -2.898 -2.439 0.297 -0.176
C -3.224 -1.846 -0.966 -0.068
C -3.696 -3.575 0.672 -0.091
H -1.045 -2.840 4.119 0.079
H -0.463 -1.246 3.564 0.073
H 0.067 -2.686 2.726 0.070
H -2.847 -0.524 3.300 0.083
H -3.410 -2.128 3.850 0.078
H -3.917 -1.484 2.276 0.078
H -1.022 -4.073 -0.636 0.111
H -0.354 -4.759 -2.908 0.085
H 0.869 -3.140 -4.362 0.083
H 1.453 -0.920 -3.464 0.109
H 0.861 1.912 -4.344 0.085
H -0.816 2.483 -4.347 0.083
H -0.451 0.800 -4.787 0.083
H -1.551 0.594 -1.256 0.087
H -1.758 -0.279 -2.796 0.084
H -2.340 1.398 -2.625 0.097
H 3.224 2.326 -0.591 0.073
H 3.795 2.340 -2.281 0.081
H 3.327 0.814 -1.471 0.077
H 0.326 3.538 -2.477 0.081
H 2.004 3.952 -2.891 0.084
H 1.449 3.925 -1.188 0.074
H -2.674 -0.920 -1.078 0.050
H -4.296 -1.615 -0.993 0.089
H -2.984 -2.497 -1.818 0.086
H -3.318 -4.001 1.598 0.087
H -3.662 -4.345 -0.113 0.079
H -4.748 -3.297 0.821 0.078

63
Properties=species:S:1:pos:R:3:lowdin_charge:R:1 method="wB97M-V/def2-TZVPD" e_lumo_ha=0.0030 homo_ev=-5.87 multiplicity=1
C 2.305 -0.106 2.003 -0.233
C 2.357 -0.875 0.804 -0.222
C 2.139 -0.006 -0.299 -0.216
H 2.591 -1.935 0.735 0.106
C 1.969 1.316 0.214 -0.241
C 2.086 1.259 1.629 -0.261
H 1.868 2.221 -0.384 0.087
C -1.296 -2.201 2.430 -0.220
C -0.029 -2.626 1.912 -0.217
C -0.148 -2.729 0.498 -0.165
H 0.855 -2.817 2.510 0.105
C -1.466 -2.360 0.121 -0.291
C -2.184 -2.036 1.322 -0.160
H 2.231 -0.275 -1.349 0.095
H 2.046 2.105 2.314 0.085
H 2.404 -0.479 3.020 0.098
H -3.246 -1.786 1.385 0.114
H 0.604 -3.118 -0.190 0.115
H -1.545 -2.051 3.480 0.088
La -0.230 -0.040 1.128 1.775
C -1.879 -1.898 -1.279 -0.485
C -3.406 -1.935 -1.443 -0.027
C -1.138 -2.613 -2.410 -0.033
H -3.794 -2.932 -1.176 0.102
H -3.689 -1.716 -2.486 0.092
H -3.891 -1.185 -0.797 0.089
H -1.268 -3.704 -2.368 0.098
H -0.059 -2.412 -2.397 0.079
H -1.517 -2.266 -3.382 0.089
C -1.402 -0.418 -1.245 -0.186
C -1.960 0.784 -2.015 -0.404
H -0.296 -0.409 -1.396 0.098
H -1.811 -0.057 -0.232 0.043
O -2.766 1.484 -1.365 0.072
N -1.287 1.146 -3.197 0.039
C -0.114 2.031 -2.917 -0.127
H -1.936 1.621 -3.824 0.135
C 1.191 1.502 -3.438 -0.237
C 2.360 2.259 -3.273 -0.057
H 2.291 3.244 -2.805 0.118
C 3.588 1.749 -3.697 -0.077
H 4.498 2.340 -3.551 0.108
C 3.651 0.491 -4.310 -0.087
H 4.616 0.101 -4.652 0.104
C 2.479 -0.256 -4.493 -0.076
H 2.513 -1.227 -4.989 0.103
C 1.249 0.247 -4.044 -0.055
H 0.326 -0.318 -4.176 0.097
H -0.027 2.155 -1.819 0.115
H -0.321 3.038 -3.326 0.141
C 0.193 -0.009 5.206 -0.263
Si -0.522 1.201 3.955 0.387
C -2.409 1.109 3.978 -0.292
C 0.059 2.941 4.361 -0.275
H -0.158 -1.037 5.027 0.006
H -0.121 0.308 6.214 0.022
H 1.293 -0.005 5.158 0.013
H -2.740 1.409 4.985 0.017
H -2.846 1.801 3.239 0.016
H -2.785 0.095 3.767 0.002
H -0.413 3.280 5.298 0.020
H 1.154 2.966 4.481 0.017
H -0.217 3.634 3.549 0.017

63
Properties=species:S:1:pos:R:3:lowdin_charge:R:1 method="wB97M-V/def2-TZVPD" e_lumo_ha="-0.3961 / -0.3963" homo_ev="-14.47 / -14.38" charge=+2 relative_energy_kcal_mol=128.5 multiplicity=1
C 2.432 -1.626 -0.763 -0.192
C 0.700 -1.594 2.523 -0.189
H 2.480 -2.426 -1.516 0.041
H 3.183 -1.840 0.039 0.045
H 2.700 -0.645 -1.188 0.013
H 1.088 -2.559 2.933 0.055
H 1.689 -1.008 2.463 0.028
H 0.060 -1.030 3.210 0.044
C 0.735 -1.177 -3.137 -0.093
C 0.084 -0.742 -4.306 -0.008
C -1.270 -1.032 -4.440 -0.022
C -1.919 -1.618 -3.369 0.006
H 1.821 -1.200 -3.066 0.102
H 0.655 -0.216 -5.065 0.122
H -1.797 -0.828 -5.370 0.132
H -2.952 -1.936 -3.481 0.113
N 0.074 -1.554 -2.026 0.066
C -1.263 -1.771 -2.119 -0.212
C -2.037 -2.001 -0.882 -0.179
N -1.401 -1.913 0.332 0.004
C -2.148 -2.064 1.458 -0.096
C -4.193 -2.288 0.188 -0.010
C -3.538 -2.238 1.416 -0.009
H -1.608 -2.047 2.404 0.102
H -4.100 -2.330 2.342 0.127
C -3.423 -2.188 -0.950 0.012
H -3.910 -2.248 -1.916 0.114
H -5.279 -2.406 0.115 0.138
Ti 0.785 -1.553 0.537 0.948
C 0.708 -3.717 0.621 -0.170
H 0.031 -4.032 -0.203 0.025
H 0.222 -3.971 1.584 0.012
H 1.690 -4.211 0.518 0.034
C -1.569 1.494 -1.622 -0.035
C -1.887 2.101 -0.263 -0.344
C -2.873 1.232 0.511 -0.022
C -0.657 2.478 0.553 -0.036
C -0.759 3.589 1.378 0.040
C 0.357 4.083 2.048 0.086
C 1.590 3.445 1.914 0.047
C 1.717 2.280 1.151 -0.041
C 3.082 1.618 0.997 -0.361
C 3.998 2.545 0.190 -0.029
C 3.699 1.306 2.364 -0.033
C 0.531 1.689 0.634 -0.110
O 0.474 0.376 0.493 -0.049
H -1.110 0.511 -1.490 0.046
H -0.873 2.126 -2.187 0.104
H -2.491 1.366 -2.205 0.107
H -2.393 3.061 -0.447 0.150
H -2.411 0.272 0.775 0.055
H -3.190 1.730 1.437 0.100
H -3.761 1.026 -0.102 0.105
H -1.724 4.103 1.428 0.152
H 0.263 4.983 2.651 0.151
H 2.482 3.868 2.391 0.145
H 2.968 0.684 0.426 0.098
H 4.229 3.453 0.761 0.094
H 4.937 2.043 -0.068 0.104
H 3.501 2.846 -0.741 0.095
H 3.000 0.754 3.007 0.078
H 4.612 0.705 2.258 0.107
H 3.962 2.243 2.876 0.092

| no. | largest force on an atom (eV Å⁻¹) |
| --- | --- |
| 1 | 1.0 |
| 2 | 0.7 |
| 3 | 3.0 |
| 4 | 6.0 |